No. 1
# C60H131N7O9

A molecular structure, C60H131N7O9 (wB97M-V/def2-TZVPD, the Open Molecules 2025 dataset).

```
! wB97M-V def2-TZVPD RIJCOSX def2/J DEFGRID3
* xyz 4 1
C -11.4243 8.2723 23.4365
C -11.0391 9.4586 22.5807
C -11.9381 9.6565 21.2793
N -11.5360 10.8885 20.3932
C -12.5360 10.8901 19.1720
C -12.5335 12.1698 18.3675
C -12.8254 13.3964 19.3077
C -11.8637 13.3549 20.5118
C -11.7770 12.1307 21.3404
C -10.0880 10.8665 19.9723
H -12.3084 8.5531 24.0088
H -10.6613 7.9456 24.1430
H -11.6707 7.4562 22.7572
H -9.9948 9.2506 22.3475
H -11.0753 10.2857 23.2896
H -13.0055 9.7491 21.4798
H -11.9261 8.8454 20.5513
H -13.5386 10.6616 19.5335
H -12.3902 9.9929 18.5704
H -13.1190 12.1564 17.4482
H -11.5411 12.2626 17.9264
H -13.8391 13.3373 19.7040
H -12.7211 14.3270 18.7498
H -11.8820 14.2101 21.1875
H -10.8647 13.5475 20.1206
H -12.6940 11.9086 21.8862
H -10.9637 12.1738 22.0648
H -9.8972 9.9149 19.4762
H -9.4017 11.0365 20.8019
H -10.0476 11.5816 19.1507
C -18.5331 4.7920 24.8798
C -16.9961 4.4350 24.8140
C -16.6995 4.4035 23.2989
N -15.2059 3.9340 22.9624
C -14.0730 4.9161 23.4067
C -15.0263 3.7869 21.4261
C -13.9030 2.7914 21.2473
C -13.9912 1.8203 22.4539
C -14.8875 2.5019 23.5214
H -19.2242 4.1209 24.3699
H -18.7307 5.8276 24.6028
H -18.7946 4.6524 25.9287
H -16.9665 3.4471 25.2738
H -16.3572 5.0366 25.4604
H -16.8178 5.3932 22.8576
H -17.3060 3.6835 22.7496
H -13.8877 4.7876 24.4731
H -14.3206 5.9404 23.1278
H -13.0934 4.7510 22.9582
H -14.8391 4.7211 20.8965
H -15.9803 3.3413 21.1444
H -12.9764 3.3654 21.2427
H -13.9493 2.2135 20.3243
H -13.0200 1.4832 22.8161
H -14.5642 0.9862 22.0490
H -14.4518 2.5672 24.5184
H -15.7706 1.8630 23.5237
C -11.9387 5.8159 19.9218
C -10.9578 4.7571 19.3600
C -10.2491 5.1995 18.0301
N -9.3294 4.1554 17.3807
C -10.0927 2.8881 16.9351
C -8.2376 3.6774 18.4114
C -7.0973 3.2297 17.5519
C -7.1498 3.9580 16.1785
C -8.4699 4.8063 16.2434
H -12.7938 5.9826 19.2668
H -11.4570 6.7792 20.0890
H -12.3321 5.5505 20.9031
H -11.5122 3.8208 19.4243
H -10.1240 4.6157 20.0476
H -9.6643 6.0990 18.2222
H -10.9464 5.3413 17.2045
H -9.2997 2.2137 16.6119
H -10.7447 3.2235 16.1286
H -10.7488 2.4130 17.6644
H -8.6451 3.0807 19.2275
H -7.9043 4.6070 18.8726
H -7.0670 2.1404 17.5278
H -6.1168 3.4651 17.9657
H -7.0963 3.2134 15.3842
H -6.2998 4.6403 16.1677
H -8.9623 4.7432 15.2731
H -8.2165 5.8282 16.5257
C -4.3152 7.0869 29.6680
C -5.2253 6.3620 30.6730
C -5.6899 5.0219 30.1385
N -6.8452 4.4381 30.9666
C -6.5911 4.4241 32.4788
C -7.2187 2.9851 30.5478
C -8.6813 2.8334 31.0072
C -9.2641 4.1998 31.2021
C -8.2087 5.1587 30.6454
H -3.5566 6.3476 29.4112
H -3.9595 8.0659 29.9892
H -4.8743 7.3887 28.7823
H -6.1165 6.9728 30.8173
H -4.7692 6.3281 31.6624
H -4.8363 4.3481 30.0650
H -6.0236 5.1314 29.1066
H -6.6018 5.4322 32.8931
H -5.7427 3.8196 32.7996
H -7.3905 3.8938 32.9963
H -6.5891 2.1863 30.9395
H -7.2827 3.0266 29.4604
H -8.6999 2.2059 31.8983
H -9.1573 2.2602 30.2116
H -9.3589 4.4874 32.2492
H -10.2868 4.2088 30.8252
H -8.2002 6.1845 31.0140
H -8.2306 5.1425 29.5557
C -2.8940 7.2944 23.3899
C -2.9584 5.8044 22.9828
C -4.1315 5.4391 22.0380
N -4.2450 3.9906 21.5364
C -3.0559 3.5193 20.6569
C -5.5861 3.6652 20.9141
C -5.9098 2.1927 21.1774
C -5.2701 1.9711 22.5489
C -4.3921 3.1593 22.8579
H -3.2835 8.0153 22.6712
H -1.8453 7.4973 23.6073
H -3.3853 7.4385 24.3521
H -2.9045 5.2467 23.9178
H -1.9942 5.5590 22.5376
H -4.2650 5.9955 21.1103
H -5.0547 5.5186 22.6119
H -2.2733 3.4555 21.4129
H -2.7957 4.3194 19.9639
H -3.2342 2.5552 20.1806
H -5.5149 3.7591 19.8305
H -6.3147 4.4250 21.1967
H -5.5959 1.4485 20.4455
H -6.9980 2.1317 21.1912
H -4.6964 1.0446 22.5258
H -6.0203 1.8921 23.3357
H -3.4083 2.7740 23.1261
H -4.8586 3.7148 23.6714
C -12.5258 -0.3988 25.6643
C -12.0098 -0.4637 27.1002
C -13.1351 -0.1005 28.1080
N -12.5793 -0.4083 29.5477
C -12.0403 -1.8248 29.7648
C -13.6574 -0.1051 30.6438
C -13.0380 1.0351 31.4757
C -11.5955 0.8247 31.3939
C -11.4849 0.5553 29.9092
H -11.6200 -0.3492 25.0601
H -13.0110 0.5608 25.4858
H -13.1691 -1.2158 25.3373
H -11.1437 0.1852 27.2308
H -11.7029 -1.5094 27.1200
H -14.0434 -0.6535 27.8687
H -13.3323 0.9710 28.0729
H -11.4528 -1.9876 30.6684
H -11.3349 -2.0756 28.9725
H -12.8478 -2.5504 29.6672
H -13.9167 -0.9894 31.2260
H -14.5795 0.2809 30.2092
H -13.2445 0.9742 32.5442
H -13.2168 2.0143 31.0316
H -11.1648 0.0301 32.0032
H -11.0759 1.7406 31.6754
H -10.4890 0.2099 29.6320
H -11.7293 1.4854 29.3960
C -5.9418 6.2775 25.8043
C -6.9246 5.0878 25.9776
C -8.3680 5.4339 25.5660
N -9.1898 4.0733 25.2178
C -9.5274 3.3206 26.5491
C -8.6036 3.1071 24.1583
C -9.7422 2.4151 23.4369
C -10.9836 3.3531 23.5566
C -10.5222 4.5275 24.5363
H -5.5210 6.2903 24.7989
H -5.0916 6.3642 26.4809
H -6.4601 7.2279 25.9321
H -6.9380 4.7549 27.0154
H -6.4081 4.2172 25.5734
H -8.3249 5.8724 24.5690
H -8.9712 5.8842 26.3544
H -8.5354 2.9994 26.8667
H -10.2011 2.5079 26.2774
H -10.0176 3.9996 27.2468
H -7.8601 2.5116 24.6880
H -8.1317 3.7560 23.4205
H -10.0053 1.4327 23.8289
H -9.5033 2.1327 22.4115
H -11.9301 2.9806 23.9482
H -11.1902 3.7774 22.5741
H -11.2275 4.7635 25.3332
H -10.3256 5.4417 23.9761
O -9.1264 0.9895 20.1747
C -10.1979 0.2866 20.3654
O -9.9655 -0.8837 20.6474
O -11.3839 0.6026 20.1447
H -8.5475 0.3227 20.5514
O -13.3420 3.8226 26.8860
C -12.8650 4.5320 27.8728
O -12.6539 3.8276 28.8866
O -12.5897 5.7055 27.7562
H -13.1738 3.2299 27.6222
O -8.9166 -1.5750 28.2892
C -8.1996 -0.4781 28.5788
O -8.4605 0.3659 27.7202
O -7.4726 -0.2943 29.5384
H -9.2602 -0.9367 27.6599
*
```

HOMO ... -13.576 eV
E_tot ... -3423.64117 Eh
E_LUMO ... -8.33 eV

No. 2
# C3Cl3O

2 unconnected molecules or ions with the total composition C3Cl3O (wB97M-V/def2-TZVPD, the Open Molecules 2025 dataset).

```
! wB97M-V def2-TZVPD RIJCOSX def2/J DEFGRID3
* xyz 1 3
C 0.3912 -0.8620 -0.3301
C -0.6040 -0.0363 -0.6509
C 0.8537 0.5223 -0.1957
O -0.0666 1.0832 -1.0647
Cl 0.7371 -2.3468 0.2947
Cl -2.8690 0.4041 0.8646
Cl 1.5576 1.2355 1.0821
*
```

ΔE to the lowest compared entry with this formula, charge and spin ... 1.928 eV
HOMO (spin up / spin down) ... -15.014 / -14.410 eV
E_tot ... -1569.50315 Eh
E_LUMO (spin up / spin down) ... -6.12 / -10.39 eV
Expectation value of S² ... 2.02

No. 3
# C5H11N2

A molecular structure, C5H11N2 (wB97M-V/def2-TZVPD, the Open Molecules 2025 dataset).

```
! wB97M-V def2-TZVPD RIJCOSX def2/J DEFGRID3
* xyz 1 1
C 0.2121 0.2250 0.8437
C -0.7363 -1.0252 -1.2115
C 0.2041 -0.0077 -1.7192
C -0.6288 0.1268 -0.3412
C 1.6557 -1.1494 1.2872
N 0.1393 1.3613 1.4817
N -1.5738 1.1710 -0.3022
H -1.6497 -0.9572 -1.6803
H -0.3988 -1.9526 -1.0560
H 1.2446 -0.0874 -1.4371
H 0.0487 0.5425 -2.5666
H 2.0942 -1.4394 0.3630
H 1.0638 -1.9890 1.6192
H 2.1923 -0.7811 2.0241
H 0.7908 1.5138 2.2676
H -2.2333 0.9946 0.5153
H -2.0310 1.4051 -1.1380
H -0.3938 2.0491 1.0503
*
```

ΔE to the lowest compared entry with this formula, charge and spin ... 3.571 eV
HOMO ... -13.690 eV
E_tot ... -306.25225 Eh
E_LUMO ... -4.22 eV